Entry 1:
95
Properties=species:S:1:pos:R:3:forces:R:3 method="wB97M-V/def2-TZVPD" energy_ev=-73266.00222
Pb 0.240 0.247 0.487 0.2 -0.3 0.3
O 5.325 0.101 4.645 0.0 0.0 0.0
O 0.036 1.605 -2.070 0.1 0.1 -0.1
O 3.968 2.747 0.532 -0.1 0.0 0.0
O 0.929 -2.488 4.041 0.0 0.0 -0.1
O -1.773 1.345 2.253 -0.1 0.1 -0.3
O 0.197 -1.633 2.096 -0.1 0.0 -0.1
O -3.289 -0.069 4.195 0.1 -0.1 0.2
O 2.015 1.779 0.000 -0.1 0.1 0.0
N -1.659 3.052 -1.478 0.0 -0.1 0.1
N 1.413 -1.784 -0.842 0.1 0.1 0.0
N 2.170 0.119 2.038 0.0 0.1 -0.1
N -1.909 2.403 -0.444 0.5 0.1 -0.1
N -1.211 -1.571 -1.153 -0.1 0.2 0.2
C 3.165 -0.034 -2.218 0.0 0.0 0.0
C -0.330 2.751 -1.990 -0.2 0.0 0.0
C 1.801 3.930 -2.348 0.0 0.0 0.0
C 0.457 6.168 -3.333 0.0 0.0 0.0
C 4.266 0.086 3.804 0.0 0.0 0.0
C -4.750 -1.115 -0.250 0.0 0.1 0.1
C 4.948 -0.811 -0.623 0.0 0.0 0.0
C -5.146 2.365 1.347 -0.8 0.0 0.3
C 5.403 -1.656 0.380 0.1 0.0 0.0
C -4.378 -0.141 -2.407 0.0 0.0 0.0
C -3.193 2.637 0.012 -0.8 -0.2 0.5
C -0.269 5.069 -2.906 0.0 0.1 0.0
C 4.562 -2.617 0.906 -0.1 0.0 0.1
C 3.171 0.987 1.902 0.0 0.0 0.0
C -5.806 1.801 2.380 0.0 0.4 -0.6
C -3.810 0.705 3.240 -0.4 -0.1 0.0
C -2.932 -2.340 0.984 0.0 0.0 0.0
C -0.651 -2.531 -1.749 -0.2 0.0 0.0
C -1.923 -0.529 4.242 -0.1 0.0 -0.1
C 0.832 -2.690 -1.511 0.1 0.0 0.0
C 2.513 5.050 -2.745 0.0 0.0 0.0
C 3.064 1.944 0.717 0.1 -0.1 -0.1
C 3.215 -0.814 3.946 0.0 0.0 0.0
C 2.793 -1.849 -0.498 0.1 0.1 -0.1
C -2.992 1.362 2.185 0.3 -0.1 0.4
C -3.747 2.130 1.148 0.5 0.2 -0.7
C -2.159 -0.295 -3.579 0.0 0.0 0.0
C -1.359 -3.518 -2.630 0.0 0.0 0.0
C 0.409 3.946 -2.430 0.1 -0.1 0.0
C 1.844 6.160 -3.247 0.0 0.0 0.0
C -3.049 -0.556 -2.394 0.0 0.0 0.1
C -3.426 -1.530 -0.183 0.1 0.0 -0.1
C 4.248 1.008 2.761 0.0 0.0 0.0
C 3.643 -0.894 -1.082 -0.1 -0.1 0.0
C 2.187 -0.765 3.028 -0.1 0.0 0.0
C -2.580 -1.237 -1.263 -0.2 -0.1 -0.1
C 1.516 -3.887 -2.099 0.0 -0.1 0.0
C -5.143 0.955 3.320 0.5 -0.2 0.1
C 2.365 -3.817 1.067 0.0 0.1 0.0
C -5.226 -0.415 -1.348 0.0 0.0 0.0
C 1.002 -1.727 3.083 0.0 0.0 0.1
C 3.242 -2.745 0.475 0.0 0.1 0.0
H -1.349 5.072 -2.947 0.0 0.0 0.0
H -2.914 -3.405 0.733 0.0 0.0 0.0
H -1.917 -2.078 1.284 0.0 0.0 0.0
H -2.414 -3.267 -2.706 0.0 0.0 0.0
H -1.141 -0.060 -3.273 0.0 0.0 0.0
H 1.308 -3.565 1.009 0.0 0.0 0.0
H -3.594 -2.224 1.842 0.0 0.0 0.0
H -1.906 -1.223 5.076 0.0 0.0 0.0
H -4.749 0.397 -3.272 0.0 0.0 0.0
H -6.257 -0.086 -1.376 0.0 0.0 0.0
H 2.296 3.068 -1.921 0.0 0.0 0.0
H -5.691 0.503 4.136 0.0 0.0 0.0
H 2.174 0.381 -2.040 0.0 0.0 0.0
H 5.608 -0.064 -1.047 0.0 0.0 0.0
H 2.584 -3.861 -1.903 0.0 0.0 0.0
H 2.532 -4.774 0.563 0.0 0.0 0.0
H -1.266 -4.527 -2.221 0.0 0.0 0.0
H 3.119 -0.614 -3.146 0.0 0.0 0.0
H 3.848 0.801 -2.374 0.0 0.0 0.0
H -6.869 1.976 2.490 0.0 0.0 0.0
H 1.351 -3.915 -3.178 0.0 0.0 0.0
H 1.102 -4.808 -1.682 0.0 0.0 0.0
H 2.406 7.028 -3.564 0.0 0.0 0.0
H -1.242 0.298 4.426 0.0 0.0 0.0
H -3.824 3.236 -0.642 0.0 0.0 0.0
H 6.418 -1.564 0.747 0.0 0.0 0.0
H -0.058 7.036 -3.724 0.0 0.0 0.0
H 3.174 -1.553 4.737 0.0 0.0 0.0
H -1.640 -1.044 3.329 0.0 0.0 0.0
H -5.679 2.967 0.623 0.1 0.0 0.0
H -2.539 0.542 -4.164 0.0 0.0 0.0
H 3.591 5.059 -2.652 0.0 0.0 0.0
H 2.597 -3.955 2.123 0.0 0.0 0.0
H -0.922 -3.532 -3.630 0.0 0.0 0.0
H 4.919 -3.282 1.685 0.0 0.0 0.0
H 5.043 1.723 2.610 0.0 0.0 0.0
H -2.123 -1.165 -4.242 0.0 0.0 0.0
H -5.410 -1.338 0.581 0.0 0.0 0.0
H 5.211 -0.578 5.319 0.0 0.0 0.0

Entry 2:
96
Properties=species:S:1:pos:R:3:forces:R:3 method="wB97M-V/def2-TZVPD" energy_ev=-96242.11986
S 4.321 4.637 -3.309 1.5 -0.6 1.6
S 3.200 1.028 -3.943 0.8 -0.6 0.1
S 5.994 1.245 -5.114 -1.2 -0.6 0.4
O 7.096 1.889 0.642 0.3 -0.2 0.8
O 5.034 1.607 1.640 0.2 -0.5 0.9
O 2.771 1.244 1.877 0.0 0.1 0.4
N 5.027 -1.059 -4.135 -0.4 1.6 -0.3
N 3.089 0.814 7.207 0.2 -0.1 -0.2
N -0.980 2.960 -3.722 -0.2 0.0 -0.1
N 5.617 2.604 -1.906 -1.0 1.3 1.9
N -4.335 -3.854 2.254 -0.3 0.2 0.4
N 4.950 -3.242 -4.321 -0.1 0.4 -0.2
N -5.109 -1.956 -4.023 -0.1 -0.2 -0.2
N 0.292 -2.193 -0.598 -0.3 0.0 0.0
N -2.429 3.459 4.594 0.4 0.1 0.1
C -2.162 4.013 5.781 -0.2 -0.1 -0.2
C -5.519 -3.275 2.026 0.3 -0.2 -0.1
C -3.103 3.526 -4.688 0.0 0.0 0.1
C -1.389 -2.859 0.986 0.0 0.0 -0.1
C -0.093 3.643 4.066 0.0 0.0 0.0
C -5.753 -2.577 4.287 -0.1 0.1 0.1
C 5.138 3.654 -2.350 -1.2 -0.5 -2.6
C -0.123 -2.401 0.656 0.2 0.1 -0.2
C 3.816 0.696 4.920 0.1 0.0 0.0
C 2.764 0.098 -2.398 -0.4 -0.9 0.9
C 5.069 -0.413 6.623 0.0 0.0 -0.1
C -3.013 2.471 -2.548 0.0 0.0 0.0
C -6.840 -2.881 -5.408 0.1 0.0 0.0
C -6.378 -2.002 -4.440 0.2 0.1 0.2
C -3.864 -3.791 3.504 0.0 -0.1 -0.3
C 5.739 -1.498 -3.025 -0.8 -3.3 -1.0
C -0.587 -2.446 -1.574 0.3 0.1 0.1
C -1.719 3.475 -4.709 0.3 -0.1 0.1
C -5.935 -3.760 -5.981 0.0 -0.1 -0.1
C 4.814 0.344 -4.420 0.1 0.4 0.2
C 2.474 2.289 -1.060 -0.7 -0.6 1.0
C -3.760 3.011 -3.582 -0.1 0.0 0.0
C -6.262 -2.627 3.000 0.0 0.0 0.0
C -2.281 -3.113 -0.042 -0.2 0.0 -0.2
C 4.140 0.058 7.537 -0.3 0.2 0.1
C 5.043 2.226 -0.646 -0.1 -0.9 2.0
C -0.896 4.409 6.181 0.0 0.0 -0.1
C -1.397 3.285 3.762 -0.3 0.0 0.1
C -1.632 2.471 -2.668 0.1 0.1 -0.1
C 3.761 2.063 -0.239 -1.0 0.7 -1.2
C 4.563 -2.110 -4.926 1.4 -0.6 2.7
C 2.947 1.119 5.913 -0.1 0.0 0.3
C -4.529 -3.171 4.550 0.0 0.0 0.0
C 1.816 0.882 -1.413 0.4 1.4 -0.5
C 5.645 -2.930 -3.166 0.1 2.8 -0.1
C 3.691 1.590 1.228 2.1 0.9 -2.9
C -1.876 -2.902 -1.351 0.1 0.0 0.1
C 5.920 1.888 0.601 -1.7 0.5 -2.1
C -4.614 -3.729 -5.566 0.0 0.0 0.0
C 4.900 -0.085 5.287 0.1 0.0 0.0
C 0.157 4.217 5.302 0.2 0.0 0.0
C -4.256 -2.814 -4.588 -0.1 0.2 0.2
H 2.612 2.927 -1.959 0.2 -0.6 0.6
H 1.661 0.339 -0.451 0.3 0.0 -1.0
H -7.881 -2.876 -5.705 0.0 0.0 0.0
H -3.652 3.957 -5.515 0.0 0.0 0.0
H -1.006 2.062 -1.884 -0.1 0.0 0.1
H -3.490 2.058 -1.669 0.0 0.0 0.0
H -7.213 -2.174 2.756 0.0 0.0 0.0
H -5.878 -3.342 1.004 -0.1 0.1 0.0
H 3.979 -1.969 -5.849 0.5 -0.1 0.8
H 6.084 -3.633 -2.437 -0.5 0.2 -0.9
H 5.903 -1.021 6.949 0.0 0.0 0.0
H -1.644 2.835 2.806 0.1 0.0 0.0
H -3.234 -2.754 -4.229 0.0 0.0 -0.1
H -2.901 -4.266 3.660 0.0 0.0 0.1
H 6.203 -0.877 -2.241 -0.5 -0.2 -0.9
H -3.279 -3.469 0.175 0.1 0.0 0.1
H 2.086 1.735 5.674 0.0 0.0 -0.1
H 1.163 4.512 5.577 0.0 0.0 0.0
H 0.610 -2.185 1.427 -0.1 0.0 0.0
H 5.603 -0.435 4.541 0.0 0.0 0.0
H -1.668 -3.011 2.019 0.0 0.0 0.0
H -6.304 -2.081 5.077 0.0 0.0 0.0
H -4.100 -3.153 5.543 0.0 0.0 0.0
H -1.159 3.861 -5.554 -0.1 0.0 0.0
H -6.256 -4.461 -6.741 0.0 0.0 0.0
H 2.285 -0.883 -2.625 0.5 0.7 0.0
H -3.878 -4.399 -5.990 0.0 0.0 0.0
H 3.730 -0.099 -1.861 -0.9 0.1 -0.5
H 1.718 2.814 -0.413 0.8 -0.4 -0.4
H 0.786 1.115 -1.820 1.3 -0.6 0.1
H -4.842 3.031 -3.526 0.0 0.0 0.0
H 4.228 -0.175 8.593 0.1 0.0 0.0
H -0.224 -2.270 -2.582 -0.1 0.0 0.0
H -7.048 -1.293 -3.965 0.0 0.0 0.0
H -2.546 -3.088 -2.179 0.0 0.0 0.0
H 3.649 0.972 3.888 0.0 -0.1 0.2
H -3.018 4.139 6.436 0.1 0.0 0.0
H 0.705 3.476 3.353 0.0 0.0 0.0
H -0.738 4.854 7.154 0.0 0.0 0.0

Entry 3:
91
Properties=species:S:1:pos:R:3:forces:R:3 method="wB97M-V/def2-TZVPD" multiplicity=3 charge=+1 energy_ev=-211521.96877
As 0.979 0.054 2.951 -0.1 0.1 0.0
As -0.909 1.942 1.123 0.1 -0.2 0.0
V 0.951 0.160 0.291 0.6 0.1 -0.3
S -3.079 2.082 -1.941 0.0 -0.1 -0.1
O 2.504 -0.994 0.625 -0.4 0.3 0.0
O 4.384 -1.410 2.472 0.0 0.1 0.0
O 0.740 0.767 -1.458 0.0 -0.2 0.3
N 0.971 -2.676 0.332 0.0 0.0 -0.1
N 0.356 -1.624 -0.343 -0.1 -0.1 0.0
C 1.948 -1.667 5.137 0.1 0.0 0.0
C 4.563 3.147 3.092 0.0 0.0 0.0
C -0.366 -1.912 -1.370 0.0 0.1 0.0
C -1.615 4.761 0.972 0.0 0.0 0.1
C 4.746 -3.618 3.138 -0.1 0.1 -0.1
C 1.132 -1.546 4.015 0.1 0.1 0.1
C 1.959 -2.851 5.858 0.0 0.0 0.0
C 0.335 -3.791 4.360 0.0 0.0 -0.1
C 3.417 -5.433 2.279 0.0 0.0 0.0
C -3.997 -0.830 1.576 0.0 0.0 0.0
C -0.617 5.095 -1.597 0.0 0.0 0.0
C -1.695 5.999 0.351 0.0 0.0 0.0
C 3.212 1.534 4.264 0.0 0.0 0.1
C -0.611 2.396 3.017 -0.1 0.1 -0.1
C 4.241 2.463 4.254 0.0 0.0 0.0
C 2.495 1.259 3.103 0.0 0.0 0.0
C -4.296 0.760 -1.896 -0.1 -0.1 0.0
C 4.443 -4.961 3.095 0.0 0.0 0.0
C 3.842 2.907 1.933 0.0 0.0 0.0
C -0.046 0.312 -2.436 0.1 0.1 0.0
C 2.116 -2.253 0.779 -0.1 -0.3 0.4
C -0.709 -0.937 -2.368 0.0 0.0 0.0
C -0.388 1.137 3.836 0.0 -0.1 0.1
C -0.180 1.098 -3.588 -0.2 -0.2 0.0
C -3.794 1.942 1.524 0.0 -0.1 0.1
C -1.198 6.166 -0.932 0.0 0.0 0.0
C -1.688 -0.527 -4.544 0.0 -0.1 0.1
C 2.975 -3.167 1.548 0.1 0.0 0.0
C -0.997 0.683 -4.617 0.1 0.1 0.0
C -5.119 -0.048 1.800 0.0 0.0 0.0
C 1.153 -3.912 5.471 0.0 0.0 0.0
C -1.043 3.682 0.304 -0.1 0.0 0.0
C -2.770 -0.228 1.328 0.0 -0.1 0.0
C 0.327 -2.612 3.629 0.0 0.0 0.0
C -5.017 1.338 1.768 0.0 0.0 0.0
C -1.526 -1.333 -3.442 0.0 0.1 -0.1
C -2.665 1.156 1.308 0.0 0.2 0.0
C 4.028 -2.708 2.359 0.0 -0.2 0.0
C -4.145 3.485 -1.586 0.0 0.1 0.1
C 2.821 1.969 1.949 0.0 0.1 -0.1
C 2.696 -4.540 1.521 0.0 0.0 0.0
C -0.538 3.854 -0.982 0.0 0.0 0.0
H -1.290 0.526 3.903 0.0 0.0 0.0
H -5.024 0.855 -2.702 0.0 0.0 0.0
H -4.671 3.354 -0.640 0.0 0.0 0.0
H 2.276 1.862 1.003 0.0 -0.1 0.1
H 1.169 -4.835 6.035 0.0 0.0 0.0
H -2.000 4.656 1.980 0.0 0.0 0.0
H -1.260 7.133 -1.413 0.0 0.0 0.0
H 5.017 -5.653 3.699 0.0 0.0 0.0
H 2.597 -0.865 5.452 0.0 0.0 0.0
H -0.286 -4.619 4.046 0.0 0.0 0.0
H -3.764 -0.181 -2.021 0.0 0.0 0.0
H -0.223 5.225 -2.596 0.0 0.0 0.0
H -0.286 -2.547 2.738 0.0 0.0 0.0
H 5.547 -3.239 3.758 0.0 0.0 0.0
H -3.510 4.368 -1.514 0.0 0.0 0.0
H -2.143 6.834 0.874 0.0 0.0 0.0
H -3.727 3.023 1.491 0.0 0.0 0.0
H -6.076 -0.514 1.994 0.0 0.0 0.0
H -4.811 0.743 -0.936 0.0 0.0 0.0
H -4.873 3.642 -2.382 0.0 0.0 0.0
H -5.895 1.949 1.934 0.0 0.0 0.0
H -2.322 -0.841 -5.362 0.0 0.0 0.0
H -4.072 -1.909 1.592 0.0 0.0 0.0
H -0.054 1.362 4.850 0.0 0.0 0.0
H -0.607 -2.959 -1.541 0.1 0.0 0.0
H 4.793 2.654 5.165 0.0 0.0 0.0
H -0.090 3.019 -1.502 0.0 0.0 0.0
H 5.368 3.870 3.092 0.0 0.0 0.0
H 1.893 -4.886 0.885 0.0 0.0 0.0
H -1.900 -0.850 1.142 0.0 0.0 0.0
H -1.491 2.942 3.360 0.0 0.0 0.0
H 0.249 3.065 3.068 0.0 0.0 0.0
H -2.013 -2.300 -3.399 0.0 0.0 0.0
H 3.191 -6.489 2.237 0.0 0.0 0.0
H 0.359 2.034 -3.639 0.0 0.0 0.0
H 2.980 1.038 5.194 0.0 0.0 0.0
H -1.103 1.307 -5.495 0.0 0.0 0.0
H 2.604 -2.946 6.721 0.0 0.0 0.0
H 3.897 -0.907 1.801 0.0 0.1 -0.1
H 4.068 3.441 1.020 0.0 0.0 0.0